(1)
# C30H32N2O2

2 unconnected molecules or ions with the total composition C30H32N2O2 at a distorted geometry (ωB97M-V/def2-TZVPD, OMol25).

Element x y z (Å)
C 3.0108 -4.4419 1.6852
C 2.8708 -2.9804 1.6402
N 3.8891 -2.1493 1.9765
C 5.1881 -2.5793 2.4562
C 3.5195 -0.8137 1.7974
C 2.1800 -0.8096 1.3560
C 1.5736 0.3811 0.9967
C 2.3206 1.5606 1.0839
C 3.6608 1.5419 1.5121
C 4.2937 0.3362 1.8537
C 1.7450 -2.1908 1.2610
C 0.4745 -2.6052 0.8703
C -0.7360 -2.0744 1.3791
C -0.7921 -1.1060 2.4211
C -2.0170 -0.6297 2.8685
C -3.2138 -1.1458 2.3611
C -3.1753 -2.1437 1.3746
C -1.9633 -2.6075 0.8947
H 2.0583 -4.8912 1.3910
H 3.7811 -4.7722 0.9723
H 3.2890 -4.8136 2.6829
H 5.7568 -1.6816 2.7011
H 5.0844 -3.2073 3.3508
H 5.7373 -3.1461 1.6931
H 0.5506 0.3275 0.6228
H 1.8550 2.5063 0.8141
H 4.2153 2.4759 1.5828
H 5.3390 0.2708 2.1541
H 0.4050 -3.5029 0.2565
H 0.1344 -0.7526 2.8761
H -2.0306 0.1463 3.6343
H -4.1696 -0.7667 2.7284
H -4.0957 -2.5681 0.9802
H -1.9110 -3.4018 0.1445
C -1.4579 1.2214 -4.4512
C -2.3403 0.9004 -3.2495
N -1.9045 -0.3032 -2.5212
C -2.5155 -1.5630 -2.9299
C -3.9419 -1.6952 -2.4301
C -0.6708 -0.3235 -1.9069
C -0.2348 0.9981 -1.4706
C -1.0160 1.7130 -0.5375
C -0.7667 3.2028 -0.3752
C -0.9767 4.0841 -1.4417
C -0.8894 5.4681 -1.2399
C -0.5011 5.9782 0.0035
C -0.2724 5.0943 1.0687
C -0.4472 3.7180 0.8923
O -1.9051 1.1599 0.1465
O -0.0037 -1.3595 -1.7598
H -1.9797 1.9135 -5.1231
H -0.5241 1.7055 -4.1309
H -1.2145 0.2978 -4.9967
H -2.2953 1.7336 -2.5384
H -3.3894 0.7452 -3.5296
H -2.5076 -1.6033 -4.0319
H -1.8981 -2.3772 -2.5352
H -4.3089 -2.7011 -2.6630
H -3.9860 -1.5511 -1.3439
H -4.5886 -0.9576 -2.9179
H 0.7465 1.3631 -1.7992
H -1.2190 3.6721 -2.4243
H -1.1341 6.1436 -2.0592
H -0.3889 7.0562 0.1481
H 0.0236 5.4789 2.0463
H -0.3203 3.0216 1.7284

Output
Spin multiplicity: 1
Net charge: 0


(2)
# C7H9IS

A molecular structure, C7H9IS at a distorted geometry (ωB97M-V/def2-TZVPD, OMol25).

Element x y z (Å)
C -1.0825 -2.7341 -0.1798
C -0.3908 -1.5525 -0.1919
C -1.2555 -0.4451 -0.2400
C -2.6374 -0.8564 -0.1655
C 1.1355 -1.3995 -0.1841
C -0.8134 1.9343 0.7680
C -0.9037 0.9509 -0.4642
S -2.7968 -2.4919 0.0675
I -4.2685 0.3810 -0.0132
H -0.7436 -3.7321 -0.0236
H 1.5102 -1.2712 0.8119
H 1.6369 -2.1110 -0.8512
H 1.3094 -0.4356 -0.7063
H -1.7056 1.8579 1.4054
H -0.5404 2.9422 0.5177
H 0.0637 1.5960 1.3583
H 0.0791 0.9371 -0.8561
H -1.5901 1.5131 -1.0863

Output
Spin multiplicity: 1
Net charge: 0


(3)
# C53H60CsF6N8O5PS7

A molecular structure, C53H60CsF6N8O5PS7 at a distorted geometry (ωB97M-V/def2-TZVPD, OMol25).

Element x y z (Å)
Cs 1.0308 -0.3761 -1.1151
S -3.8062 4.0916 1.1841
C -4.8475 5.4309 1.3400
C -5.9632 5.2990 0.5655
C -5.9669 4.0839 -0.1646
C -4.8520 3.3187 0.0668
C -4.5141 2.0092 -0.5135
C -3.2361 1.4330 -0.3220
N -2.8942 0.2633 -0.7966
C -3.7867 -0.4287 -1.5227
C -5.0778 0.0440 -1.7938
C -5.9818 -0.7500 -2.5853
C -5.5973 -1.9450 -3.0866
C -4.2752 -2.4573 -2.8370
C -3.8144 -3.6782 -3.3550
C -2.5253 -4.0990 -3.0934
C -1.7231 -3.2594 -2.2812
N -2.1470 -2.1300 -1.7769
C -3.3835 -1.7153 -2.0549
C -1.9928 -5.3644 -3.6188
C -2.6715 -6.3440 -4.3008
C -1.8501 -7.4405 -4.6545
C -0.5621 -7.2717 -4.2328
S -0.3430 -5.7921 -3.4222
C -5.4291 1.2943 -1.2615
H -4.5801 6.2505 1.9867
H -6.7469 6.0410 0.5132
H -6.7566 3.7959 -0.8427
H -2.4549 1.9531 0.2353
H -6.9770 -0.3644 -2.7754
H -6.2778 -2.5373 -3.6878
H -4.4808 -4.2705 -3.9713
H -0.6974 -3.5307 -2.0395
H -3.7248 -6.2845 -4.5337
H -2.1954 -8.3108 -5.1937
H 0.2728 -7.9404 -4.3661
H -6.4279 1.6765 -1.4374
F 2.7696 1.9265 -5.8882
C 2.6352 1.8290 -4.5628
F 3.3298 2.8230 -4.0117
F 1.3586 2.0052 -4.2599
S 3.3253 0.2125 -3.9578
O 3.0137 0.2089 -2.5522
O 4.6859 0.3362 -4.3804
N 2.5821 -0.9170 -4.7941
S 1.0974 -1.3741 -4.4703
O 0.4214 -0.4749 -3.5699
O 0.9380 -2.7817 -4.2799
C 0.3126 -1.0830 -6.1163
F 0.3447 0.2008 -6.4551
F 0.9110 -1.7828 -7.0780
F -0.9664 -1.4642 -6.0626
C 1.1561 2.8810 3.7683
C 0.4639 3.9409 2.8985
C 0.7161 5.3150 3.5218
C -1.0358 3.6132 2.9682
P 1.0236 3.6030 1.0730
N 0.4011 2.3427 0.4822
C 2.9510 3.5467 1.1186
C 3.4289 3.6847 -0.3344
C 3.7043 4.5647 1.9787
C 3.3416 2.1282 1.5571
C 0.5981 5.2060 0.0744
C 0.6650 4.8146 -1.4127
C 1.4160 6.4763 0.3163
C -0.8764 5.5264 0.3537
H 0.6428 2.8158 4.7344
H 2.2009 3.1189 3.9650
H 1.1059 1.9001 3.2920
H 0.3997 5.3008 4.5738
H 0.1488 6.1047 3.0280
H 1.7678 5.6004 3.5047
H -1.3135 3.3699 4.0000
H -1.2406 2.7524 2.3266
H -1.6596 4.4442 2.6416
H 3.3603 4.7067 -0.7073
H 2.8566 3.0340 -0.9973
H 4.4798 3.3826 -0.3927
H 3.4662 5.5987 1.7267
H 4.7838 4.4329 1.8284
H 3.5124 4.4255 3.0427
H 2.6002 1.4130 1.1959
H 3.4153 2.0350 2.6390
H 4.3165 1.8593 1.1387
H 1.6534 4.9744 -1.8426
H -0.0474 5.4186 -1.9859
H 0.4009 3.7596 -1.5225
H 2.4523 6.3690 -0.0031
H 1.4168 6.7850 1.3625
H 0.9838 7.3014 -0.2662
H -1.4786 4.6213 0.2590
H -1.2322 6.2561 -0.3832
H -1.0377 5.9538 1.3433
O 1.9679 -2.7007 -0.2999
C 2.9799 -3.3255 0.3305
C 2.5206 -4.6832 0.8946
C 2.1585 -5.7771 0.1612
C 1.6615 -6.8430 0.9540
C 1.6608 -6.5454 2.2867
S 2.2674 -4.9719 2.5645
C 3.5284 -2.4588 1.4800
C 2.8452 -1.4457 2.0941
C 3.5763 -0.8396 3.1521
C 4.8057 -1.3951 3.3249
S 5.0821 -2.6512 2.1959
C 4.0793 -3.6115 -0.7165
C 5.2928 -4.2442 -0.7420
C 5.8723 -4.2577 -2.0416
C 5.0750 -3.6456 -2.9733
S 3.6380 -3.0673 -2.2653
H 2.2371 -5.7915 -0.9172
H 1.3177 -7.7880 0.5547
H 1.3394 -7.1669 3.1071
H 1.8519 -1.1585 1.7736
H 3.2014 -0.0189 3.7482
H 5.5637 -1.1175 4.0399
H 5.7558 -4.6882 0.1296
H 6.8306 -4.7073 -2.2702
H 5.2742 -3.5006 -4.0231
C -0.8717 -0.3996 2.5644
N -1.2258 -1.6155 1.8328
C -0.6417 -2.7712 2.5020
N -1.1101 -2.8865 3.8971
C -0.7552 -1.6409 4.5854
N -1.3462 -0.4557 3.9600
C -2.7963 -0.6308 3.9313
N -3.2119 -1.8452 3.2177
C -2.6738 -1.7533 1.8464
C -2.5676 -2.9869 3.8735
H -1.2995 0.4672 2.0582
H 0.2088 -0.2693 2.5645
H 0.4426 -2.6851 2.4946
H -0.9155 -3.6790 1.9586
H 0.3325 -1.5370 4.5773
H -1.0979 -1.7016 5.6238
H -3.2429 0.2368 3.4382
H -3.1697 -0.6836 4.9595
H -3.1167 -0.8895 1.3514
H -2.9519 -2.6560 1.2949
H -2.8480 -3.9003 3.3419
H -2.9354 -3.0524 4.9031

Output
Spin multiplicity: 1
Net charge: -2


Orbital gap, record by record: 3.9, 8.7, 5.2 eV
ΔE to the lowest compared entry with this formula, charge and spin, record by record: 0.0, 0.0, 79.2 kJ/mol
Energy, record by record: -38702.110, -26340.031, -180081.919 eV